The following is a quantum chemistry calculation of a gas-phase ion, C31H28F4N (charge +1), from the OMol25 dataset.

Computed properties:
- Orbital gap: 4.71 eV
- HOMO: -0.390 hartree

Structure (ORCA input):
```
! RIJCOSX wB97M-V def2-TZVPD def2/J DEFGRID3
* xyz 1 1
C 3.18718 3.66031 -0.74819
C 0.13158 1.40834 0.11675
C -1.77213 -3.56916 -0.95777
H -1.69943 -6.01229 -3.34920
C -0.77966 -2.13684 2.67225
H -0.63077 -2.99712 3.32277
C -0.03212 -0.92782 3.14755
C 1.20157 5.63422 -0.40152
H 1.84344 -2.05749 3.44159
H -0.42286 2.22366 0.60398
H -1.71673 0.01293 2.03465
H 0.20146 -2.11461 -3.31093
H -4.82370 1.92966 0.52030
H -3.01016 -1.99871 0.52581
C -4.02918 -0.08884 0.52961
C -1.50943 -5.05176 -2.87921
C -0.65913 0.22245 2.30909
C 4.13455 2.63064 -1.01001
H 2.80206 7.05781 -0.72766
H -0.83072 -3.11233 0.79674
C 1.80807 3.27652 -0.45996
H -0.66334 1.17711 2.86795
H 4.47230 0.49767 -1.36549
H 4.55407 5.28516 -0.97817
H 2.06151 -0.27483 3.29247
C 1.48237 1.87798 -0.36372
C -1.97913 -4.78278 -1.60870
H -0.15500 -0.73839 4.21791
C -0.72376 -4.05197 -3.44212
C -4.06581 1.25371 0.14011
F -2.63479 -5.76762 -0.91247
C -2.24470 0.69625 -1.38693
F -0.25328 -4.26788 -4.71218
C 2.53155 6.00999 -0.63963
C -3.00104 -0.95875 0.15922
C -1.99235 -0.48141 -0.66562
H 0.72245 -2.96995 1.46015
C -0.86561 -2.64071 -1.48520
C 3.51121 5.03588 -0.79001
H -2.32937 -3.46202 -0.02298
H 2.11964 -0.12226 -0.89415
H -0.38651 1.20211 -0.81872
C 0.85258 4.29636 -0.30839
H 0.42754 6.39194 -0.29979
C 2.14100 -1.34814 1.60667
H 2.35003 -2.30762 1.16920
H 2.60264 -0.55863 1.03857
C 0.17721 0.18243 1.03850
C -3.13372 1.61379 -0.83135
C -0.64999 -1.24657 -0.77091
H -0.18505 4.02794 -0.13372
C 2.41246 0.93354 -0.80208
F -5.05702 -0.63030 1.27666
H -1.62798 0.94242 -2.24683
H 0.00665 -0.73625 -1.47078
H 5.17279 2.90801 -1.19398
H 1.14322 0.37535 1.52118
H -1.86683 -1.97592 2.59738
F -3.00821 2.93922 -1.18458
C 1.55561 -1.15730 2.90552
C -0.19840 -2.39969 1.31599
C 3.75219 1.29069 -1.08917
N -0.03012 -1.18511 0.42778
C -0.39092 -2.86305 -2.79424
*
```

=====

The following is a quantum chemistry calculation of a molecular structure, C31H28N4O10RuS3, from the OMol25 dataset.

Computed properties:
- Orbital gap (alpha / beta): 7.12 / 5.87 eV
- HOMO (alpha / beta): -0.303 / -0.311 hartree
- <S²>: 6.094

Structure (ORCA input):
```
! RIJCOSX wB97M-V def2-TZVPD def2/J DEFGRID3
* xyz 0 5
H 5.84881 1.29257 -5.13203
C -1.20695 -3.43067 -1.41368
O -1.65290 -1.02950 -2.32815
H 1.40923 2.25256 -4.41648
C -1.64640 -0.32528 4.33553
C 2.91864 1.14930 -3.39722
C 5.15470 1.06991 -4.33400
C -3.82634 4.84239 -3.34951
O 2.94862 -1.72944 3.17980
C -2.14811 -4.44693 -1.39269
S 0.88539 1.80001 0.50987
H -2.66071 1.46837 3.60817
O 2.66152 -3.27010 -2.10167
S -1.86298 -1.80557 -1.09538
C -1.78026 -5.75992 -1.66611
C -2.68334 4.12486 -3.05777
C 5.61714 0.36420 -3.16798
H -2.53062 -6.53890 -1.64790
C -5.06138 4.20145 -3.27130
C 1.73078 2.17000 5.52489
C -1.01662 -0.74510 3.01589
N -0.48250 0.40162 2.26866
H 2.16586 -0.70155 1.12064
H -1.91443 -1.24096 4.86770
N 1.74099 -0.28554 1.95057
H 2.06651 -1.67492 5.60082
C 2.24458 -0.74808 3.16003
H -0.22420 -1.47515 3.14451
O -0.97302 -1.15198 -0.06719
H -0.17409 -7.08084 -2.16459
C 0.13653 -3.73954 -1.71185
N 0.56285 1.44230 -2.77178
H -6.09999 2.36025 -2.85653
O 1.47801 -1.99066 -0.36920
O 1.05406 -1.47300 -2.65381
H 6.65339 0.05499 -3.12067
H 2.00465 1.99424 3.40627
H -3.31534 0.40622 -2.11285
C -3.99680 2.15385 -2.59845
H -3.29964 0.84641 5.11038
H -3.17306 -4.19909 -1.16179
H 1.52064 -5.27095 -2.20007
H 1.70375 -0.41703 7.71453
C 1.95434 -0.59917 5.59630
H -5.96767 4.74524 -3.50508
H 1.66394 3.24906 5.50095
H -0.90722 0.18789 4.94919
O -1.48159 1.39223 -1.24827
Ru 0.29587 0.08265 -1.30791
C -5.14894 2.87192 -2.90768
C 1.91189 1.46108 4.34593
C 4.78761 0.07437 -2.14792
C -0.46888 -6.06109 -1.95656
C 1.62790 1.62729 -3.55714
H -3.76087 5.88182 -3.63826
C 0.48717 -5.05111 -1.97761
O 2.64330 0.21368 -1.23914
O -3.21511 -1.96618 -0.66793
H -1.70948 4.59230 -3.12089
C -2.88187 0.54556 4.14969
H 3.51072 1.97576 -5.31193
O -4.16359 0.85418 -2.26272
H -1.76346 -1.19442 2.35866
C 1.75881 0.10809 6.77074
S 1.47782 -2.57134 -1.71230
C 2.00772 0.07577 4.38200
C -2.75578 2.78801 -2.66631
C 1.64196 1.49299 6.73380
C 3.86185 1.44738 -4.43509
C 3.39151 0.45824 -2.20206
H -1.16338 1.08281 1.95273
N -0.50346 2.15447 -3.18291
H 5.10660 -0.47048 -1.27111
H -3.66089 0.01799 3.59660
C -1.52603 2.05289 -2.31530
H 1.49242 2.04606 7.65154
C 0.67980 0.56929 1.68839
*
```

=====

The following is a quantum chemistry calculation of a molecular structure, C31H28N5P2PdS, from the OMol25 dataset.

Computed properties:
- Orbital gap: 5.66 eV
- HOMO: -0.110 hartree

Structure (ORCA input):
```
! RIJCOSX wB97M-V def2-TZVPD def2/J DEFGRID3
* xyz -1 1
S 2.47282 0.28188 -0.48063
C -3.36763 -0.85294 3.33784
C -2.64411 1.32728 2.64948
C -2.35346 -0.02152 2.87063
H -1.19140 -2.93552 2.81779
C -4.64150 -0.35186 3.57707
H 0.22591 1.49543 6.90478
H -1.22281 -1.89835 -2.08574
H 1.59698 -0.38977 7.74975
C -4.44943 -2.85671 -1.73264
C -1.94941 2.26426 -0.98930
C -0.48514 -5.32083 -0.17426
H -1.20496 -5.06526 -0.94158
C 0.79057 -1.60677 4.68550
H -0.40746 -7.37990 -0.77030
H 1.95916 -2.37624 6.30892
H 3.83755 3.51993 -0.55800
H -2.99335 4.04123 -1.59675
H 1.22656 -8.01656 0.98000
C -4.91318 0.99518 3.37444
N 0.38214 2.26262 -0.70325
C 0.38597 0.61934 6.28640
C 2.56850 1.95580 -0.70842
C -3.29703 -2.39184 -2.35028
H -5.42433 -1.01598 3.92751
C -4.35015 2.45670 -1.07180
C -0.03457 -6.63368 -0.07680
C -3.24368 0.47418 -0.36081
N 3.82681 2.53618 -0.78436
N -0.76586 -2.25351 2.20187
C 0.90966 -4.71212 1.67728
H -3.28166 -0.53724 0.02742
C -2.05365 -2.72547 -0.29974
H -5.90778 1.38350 3.56172
H 4.55389 1.97615 -0.37570
C -3.10338 3.01874 -1.25312
C -3.21218 -3.20932 0.30497
C -4.40527 -3.26161 -0.40343
C 1.35154 -6.02397 1.78091
H -5.38382 -2.89714 -2.28105
C -3.90917 1.83654 2.91494
C -4.42413 1.14864 -0.61137
C 0.00301 -0.56003 4.20347
H -3.32534 -2.05904 -3.38186
C -0.02908 -4.33874 0.70832
H -3.19215 -3.53327 1.33991
C -0.64252 2.85175 -1.19145
C -2.10837 -2.31634 -1.63165
H -0.78001 1.38956 4.66630
C 1.15445 -0.43672 6.76064
H -4.11584 2.88553 2.73076
P -0.64434 -0.57802 2.48160
C 0.87932 -6.99235 0.90318
C -0.18102 0.55886 5.02076
H -5.30535 -3.62031 0.08381
P -0.43388 -2.53546 0.54660
H -3.16891 -1.90521 3.51175
H 0.96728 -2.47272 4.06053
H 1.30410 -3.96183 2.35132
H -5.37031 0.65221 -0.43605
H -5.24903 3.02753 -1.27297
H -1.87468 1.96726 2.23393
C 1.35550 -1.54782 5.95427
H 2.07391 -6.28820 2.54522
N -2.02349 0.98815 -0.55560
Pd -0.06656 -0.04248 0.31244
N 1.57476 2.80842 -0.89609
H -0.57130 3.77872 -1.76122
*
```

=====

The following is a quantum chemistry calculation of a molecular structure, C31H29AsClN5O4PdS2, from the OMol25 dataset.

Computed properties:
- Orbital gap (alpha / beta): 7.24 / 5.31 eV
- HOMO (alpha / beta): -0.462 / -0.500 hartree
- <S²>: 6.053

Structure (ORCA input):
```
! RIJCOSX wB97M-V def2-TZVPD def2/J DEFGRID3
* xyz 2 5
H -2.67008 -3.60538 -1.25690
N 1.97521 -0.58213 0.73673
H -2.56458 -5.18628 -2.08412
N 4.16415 -0.34468 0.98538
C 4.30210 -0.82534 3.47187
C -2.72255 1.65924 -0.72749
C 3.11474 -0.31781 0.13896
C 2.15604 0.64036 -3.13118
H 2.02395 2.18119 0.71411
H 5.36889 -0.69997 3.58732
C -2.00368 -4.40617 -1.57022
C 3.49779 -1.17572 4.53371
H 3.27823 3.76166 -0.74258
N 1.99491 0.40942 -1.85920
H -1.29577 4.90180 0.78579
H -2.68175 -0.71585 3.41624
H -0.86439 -2.31292 -4.78743
H 1.07733 -4.83818 -4.09757
H -2.46313 -2.47389 -4.00764
H -5.41525 0.08821 0.57882
H 3.94136 -1.32177 5.50802
N -0.40382 2.52222 1.62285
H -4.54161 -1.76076 -0.80717
C -3.86289 1.47241 0.00750
Cl -1.13548 4.15002 3.62248
H -2.49849 -1.43214 -2.15783
C -2.88733 -0.63227 -1.54273
H -4.27940 2.29392 0.57486
O -2.77133 2.03312 5.10719
C 0.31413 3.47014 0.81705
H 1.35818 0.95012 -3.78623
H 1.52961 -1.70061 5.22221
H -0.31576 -5.92436 -3.81417
C -4.51524 0.23019 -0.00263
C -1.09681 2.70549 2.75624
H 0.87739 -5.63265 -2.51486
C 1.58637 3.12211 0.39872
C -2.18101 0.60571 -1.53518
C 0.42395 5.54584 -0.33296
C -1.68355 1.49046 3.08587
N -0.50294 1.24710 1.19981
O -3.04531 0.02536 4.34645
H 2.25015 5.91656 -1.38919
C 2.11405 -1.37826 4.37219
As -0.66731 -3.70983 -2.74511
C 3.66584 -0.65974 2.24513
C 0.35665 -5.19490 -3.36404
C -1.55079 -2.99464 -4.28776
C -1.07698 0.84631 -2.35863
H -2.22690 2.62340 -0.74449
H 5.12231 -0.14506 0.75018
C 1.70164 5.22095 -0.76947
C -1.26579 0.61533 2.05734
O -1.09273 -1.38773 0.85043
C -4.02056 -0.81307 -0.78785
H -0.02480 6.48812 -0.61486
H -0.83554 0.15325 -3.15598
C 2.29159 -0.81414 2.07613
C -2.52545 1.12723 4.17419
C 1.49598 -1.21050 3.15324
C 4.24339 -0.01945 -2.12918
C 3.18222 0.02489 -1.28303
C -1.61774 -0.82473 1.81189
C -0.28985 4.66128 0.46410
O -2.41798 -1.38401 2.62756
H 5.25797 -0.31893 -1.92846
H 0.44827 -1.44287 3.03457
H -1.80162 -3.81811 -4.95584
Pd 0.17388 -0.24368 -0.54303
C 2.27971 4.00958 -0.40955
S 0.69283 -2.41352 -1.78427
H -1.49657 -4.81404 -0.69745
H -0.68852 1.85482 -2.43503
S 3.74046 0.42826 -3.69382
*
```

=====

What did we get for max |F|? Answer: 6.36 0.80 1.01 2.12 eV Å⁻¹, in the order shown.
What did we get for ΔE to the lowest compared entry with this formula, charge and spin? Answer: 0.301 0.000 0.000 0.000 eV, in the order shown.